[1]
{
  "formula": "C66H115N5O28",
  "method": "wB97M-V/def2-TZVPD",
  "species": ["H", "O", "O", "C", "C", "O", "H", "H", "C", "H", "H", "N", "O", "C", "C", "C", "O", "C", "H", "C", "H", "C", "C", "H", "N", "H", "H", "H", "H", "H", "H", "H", "O", "O", "H", "N", "O", "H", "H", "C", "H", "H", "C", "O", "O", "H", "H", "C", "H", "H", "C", "H", "H", "C", "H", "H", "H", "H", "H", "H", "H", "C", "H", "C", "H", "C", "H", "C", "H", "H", "C", "C", "C", "H", "C", "H", "C", "H", "O", "C", "H", "C", "C", "C", "H", "H", "H", "H", "H", "C", "H", "H", "H", "C", "C", "C", "C", "H", "O", "O", "H", "C", "H", "C", "O", "H", "H", "C", "H", "H", "H", "H", "H", "H", "H", "H", "C", "H", "O", "C", "H", "H", "C", "O", "H", "C", "H", "H", "H", "C", "C", "C", "C", "H", "H", "H", "H", "H", "H", "C", "H", "C", "H", "H", "H", "C", "H", "H", "O", "C", "C", "H", "N", "H", "C", "C", "H", "O", "H", "C", "C", "O", "O", "C", "H", "H", "C", "H", "H", "C", "O", "H", "H", "H", "H", "C", "C", "H", "H", "O", "O", "H", "O", "H", "H", "H", "C", "C", "O", "H", "H", "H", "H", "H", "H", "C", "H", "C", "H", "H", "O", "C", "H", "H", "C", "O", "C", "N", "H", "C", "H", "H", "O", "H"],
  "xyz": [[-7.264221, 2.859800, 1.526046], [-3.284799, 3.270305, 0.946962], [3.243136, -8.003680, -4.065483], [2.838597, -4.527714, 2.385167], [1.845405, -4.358453, 4.601068], [0.456609, -6.805163, -2.993389], [2.966193, 4.162147, 3.227805], [-2.698901, 7.255459, 3.433553], [-4.687189, 3.753985, 3.352030], [-1.554184, -6.870517, -2.889274], [2.595259, -6.767362, -5.631873], [5.785399, -1.279237, 1.058456], [4.398610, -1.848322, -4.160330], [-0.950945, 4.376012, 3.012283], [2.509113, -7.817921, -5.229618], [3.305444, -1.034095, 4.443951], [0.494158, -3.247118, 0.010197], [2.681458, 4.726714, -8.468461], [3.487454, 2.987415, 4.879911], [0.923129, 3.938576, -0.325946], [5.781323, 3.122100, -0.146027], [3.227090, 3.309896, -6.659888], [-2.312807, -1.295864, 4.061963], [-1.570232, 3.074509, -6.397284], [-3.079874, 2.512214, 1.866720], [1.082267, 4.059119, -1.399230], [-4.465517, 0.001788, 2.066347], [-0.429741, -0.625584, -5.214831], [-2.631060, 1.269023, 4.077771], [3.428902, 3.799731, 1.645218], [-0.604364, 5.293599, -6.325871], [3.582006, 5.108470, -8.915535], [-0.983898, 3.161742, 6.906698], [-1.319847, 4.127954, -4.703263], [3.899764, -2.830706, -5.913243], [-1.263191, 4.326285, 6.715242], [-1.557123, 5.138787, 7.574071], [2.314627, 7.628019, -0.622053], [3.876707, 2.911412, -7.429004], [-1.601386, 5.532162, 2.662662], [3.907877, -4.978140, 4.129902], [1.708944, -6.681904, -1.374312], [0.646205, -4.062906, 4.015715], [-0.458780, -1.513778, 5.551723], [3.302323, 0.417070, 4.334704], [4.694029, 4.597183, 2.723948], [5.302238, 3.029653, 4.788471], [4.485080, 1.041595, 4.746974], [-7.879548, -1.195576, -1.915660], [-6.107135, 4.676766, 4.591712], [-3.787751, 2.705049, 3.208739], [-6.171388, -0.936143, -2.106461], [2.349920, 2.610779, -6.677964], [5.944968, 2.087376, -0.427280], [3.029919, 1.510029, -3.439488], [1.126551, 5.338903, 1.295256], [-0.391154, 3.817473, 2.284226], [-1.055028, 0.220254, 4.601416], [1.728234, -2.661565, -4.856469], [1.687775, 1.717747, -4.602721], [-2.229526, -3.644012, 0.133458], [4.361945, -3.016567, -4.936511], [-2.107273, 2.994810, -0.976132], [-5.429918, 0.100137, 1.574994], [1.299716, -0.194132, -2.140337], [-5.087284, 3.081476, 5.634784], [-5.489735, -8.342263, 2.720406], [-2.120537, 5.930075, 4.953406], [5.433093, -3.269339, -5.098692], [4.689761, 0.908429, 5.815050], [-0.799288, -0.994133, 6.794510], [4.405229, 2.506339, 4.397924], [3.168513, -1.635926, -3.362833], [-3.525722, -4.171783, 2.978116], [-1.394128, 4.764304, 5.281127], [1.513826, 3.079093, 0.032750], [0.328511, -0.432009, -0.256960], [4.240840, -1.456718, 4.019200], [2.477958, -3.901668, -0.345411], [2.261939, 2.259416, -3.854125], [1.001706, -1.768346, -3.479760], [6.125067, 0.418056, -2.218774], [5.960194, 1.072508, 0.454558], [-3.471211, -3.089515, 3.111465], [1.578536, 2.476530, -3.004576], [-7.848718, 1.107781, 1.138056], [-0.553010, 2.521590, -1.711738], [-0.177070, -3.700357, 4.605558], [6.048127, 0.178993, -3.251019], [1.390051, -0.069927, -1.086137], [-5.415185, -7.159023, 0.313962], [0.733903, 8.279781, -0.777623], [-0.484534, 5.974963, -4.654241], [-6.966338, -1.321653, -1.384815], [-4.512493, -7.874301, 2.933365], [-1.105289, 3.322526, -1.221389], [2.934843, -7.054755, -3.029706], [2.946557, -6.032565, -3.488998], [-0.997568, -0.320959, -2.137870], [-3.846315, -7.660542, 1.674293], [-2.620956, 6.442423, 5.816671], [-2.198715, 1.871381, -4.747233], [2.374702, 3.799159, -8.878940], [0.471188, -3.936868, 2.651114], [2.929458, 3.466476, -4.270241], [5.974725, 1.288168, 1.485057], [-3.873046, -8.579892, 3.456644], [-3.904672, 2.901209, -3.533540], [-0.851174, -7.351361, -1.390543], [0.388540, -1.545888, -6.423664], [-2.637992, -0.849864, 3.119059], [-4.465966, -2.733601, 3.384340], [2.534458, 5.352971, 0.288693], [1.870861, 5.439782, -8.630110], [-3.327418, -2.855961, -1.026459], [-1.883577, 1.485148, -3.763367], [1.651226, -4.092313, 1.854953], [-5.343181, -1.756517, 0.380145], [0.807733, 6.232351, -0.562893], [2.950547, -4.637209, 3.769064], [3.234179, -0.580629, -3.121697], [-4.988175, -5.903557, 1.502893], [1.434538, 0.319952, 1.659695], [-3.557859, 2.420866, -4.797339], [3.234404, -1.293126, 5.473051], [5.966620, -0.252813, 0.039625], [4.628046, 4.108566, -5.314842], [-0.611265, -0.430886, 1.671712], [-0.726322, 0.105530, 6.850169], [2.576584, 0.362723, -0.480331], [-1.226758, 2.907447, -5.358308], [-3.513877, -6.049722, -0.013565], [0.455792, -0.673818, -5.850615], [-4.995622, 4.376089, 2.527618], [1.537931, -8.319974, -2.136940], [2.979144, -8.449120, -6.002727], [-7.294475, 1.584394, 2.735115], [-3.052919, -0.918957, 4.760781], [-3.169662, -2.784689, 2.081386], [3.810232, 3.888137, 2.636668], [-4.998525, 3.129024, -3.536327], [-3.413419, 1.947536, 4.271639], [-0.839680, -8.484123, -2.719690], [-0.143332, -0.984524, 3.621465], [3.093438, -2.294311, -2.489103], [3.874424, 3.265937, -5.309568], [-6.856975, -2.375729, -1.220068], [6.123877, -1.678641, -1.527638], [-1.877249, -1.063674, -0.364495], [-0.398775, 5.088344, -5.230014], [2.581142, 0.625844, 0.874804], [-0.040475, -1.322179, 7.470372], [-0.946372, -0.630647, -0.948600], [-5.551339, 3.219986, 6.598528], [6.068882, -0.649026, -1.297451], [-0.911459, -0.831173, 4.407836], [0.596440, 4.662951, -5.139568], [2.779974, 4.631761, -7.040140], [4.336066, 2.326110, -5.166058], [1.327768, 7.537398, -0.225222], [-2.923812, -3.837651, -0.735716], [-5.807137, 1.459327, 1.322152], [-2.220376, 1.574694, 1.736377], [-0.711586, -7.383808, -2.459521], [1.557761, 0.451705, 2.772254], [0.419649, 0.163251, -6.569251], [5.938923, 1.762186, -1.790956], [3.446373, 0.978323, 1.408429], [5.348133, 0.611524, 4.247054], [-2.163011, 6.315085, 3.618584], [-2.365520, -2.751325, 4.009747], [-2.623534, -5.980713, 0.590059], [3.704311, -4.492562, 1.778543], [-4.597286, -6.890966, 3.432969], [-1.094697, 4.130475, -1.939915], [1.607114, -7.271023, -2.350209], [-5.306081, 3.930689, 4.556812], [-3.897549, 1.484107, 6.277842], [5.906953, 2.551457, -2.528911], [-3.930471, -4.791065, -0.473842], [-0.419981, 3.722641, -0.079085], [-2.159432, 1.073456, -5.443831], [-6.842878, -0.531817, -0.186208], [1.260677, 7.685574, 0.805287], [-3.235991, -6.692699, -0.888105], [3.417243, 0.544950, -1.118888], [1.814616, -1.748937, -4.217510], [-0.851065, 3.940709, 4.328290], [1.667529, -0.562977, -4.991994], [-6.154141, -0.268017, 2.279681], [3.862150, -3.845450, -4.457442], [-4.736398, -0.151524, -0.422633], [-0.295532, 3.079698, 4.687910], [-0.216671, 2.616593, -5.263053], [1.433792, -8.033932, -5.051622], [0.297524, -0.205555, 1.083623], [-1.719281, -1.396480, 7.173836], [-7.173625, 1.759004, 1.686492], [-2.281882, -4.146883, -1.635331], [-3.692108, 2.052485, -2.853193], [4.320023, 2.642253, 3.001395], [1.438352, 5.244226, 0.211190], [2.561980, -1.483098, 3.840332], [3.642032, -7.094447, -2.249218], [-5.471270, -0.649114, 0.249550], [5.693824, -0.951418, 2.200563], [-4.094078, 2.162793, 5.479344], [1.549142, -3.687346, 0.433393], [-0.390858, -3.579197, 2.040123], [-4.561573, -6.698984, 0.857221], [2.016333, -4.355038, 5.675183], [-1.706937, 5.723205, 1.598723], [5.793459, -2.448486, 0.642160], [-3.290663, 3.791624, -3.175821]],
  "atomic_forces_ev_per_a": [[-0.3, -1.0, -0.2], [-0.7, 0.0, 1.2], [0.6, 0.4, 1.5], [-0.1, 1.1, 0.5], [2.2, -0.7, -0.6], [-0.3, -0.2, -0.3], [-0.5, 0.5, 0.8], [0.2, -0.5, -0.4], [-0.1, -0.3, -0.8], [-0.3, 0.3, -0.3], [-0.1, -0.6, 0.5], [0.8, -1.8, -2.0], [-1.7, 0.2, 1.4], [1.2, -1.1, 0.4], [-0.4, 0.7, -1.0], [2.2, 1.3, -0.5], [-0.2, 0.2, 0.8], [-1.0, 1.2, 1.5], [1.0, -0.7, -0.4], [1.5, -0.3, -0.6], [0.3, -0.1, 0.2], [-1.5, -0.2, -0.7], [0.3, -1.2, -0.6], [0.5, -0.4, 0.0], [1.9, -1.5, -0.7], [0.1, -0.4, -0.3], [0.4, 0.4, -0.2], [0.0, 0.0, 0.1], [0.6, -0.8, 0.4], [0.1, 0.1, -1.0], [0.1, -0.1, 1.1], [0.6, 0.0, -0.2], [0.3, 0.0, 0.3], [-0.2, 1.4, 0.6], [0.0, -0.1, 0.1], [-1.2, 0.6, -0.7], [0.4, -0.3, -0.1], [1.1, 0.0, 0.1], [0.6, 0.0, -0.1], [0.1, -0.5, -1.4], [0.1, 0.2, 0.4], [-0.2, -0.9, -0.8], [-1.8, 1.1, -0.1], [0.8, -0.1, -0.6], [-0.7, -1.1, -0.3], [-1.4, 0.0, -0.3], [-0.3, -0.1, -0.1], [0.3, 0.0, 0.0], [-1.1, 0.5, 0.2], [0.4, -0.1, 0.2], [0.5, 1.0, -1.5], [-0.7, -0.8, 0.7], [0.4, 0.5, 0.1], [-0.6, 0.8, -2.3], [-0.8, 0.9, -0.6], [0.0, 0.1, -0.7], [-0.4, -0.2, -0.5], [0.6, 0.8, 0.1], [0.3, 0.5, 0.5], [0.2, 0.3, -0.4], [-0.7, -0.5, -0.7], [1.3, 0.2, -0.6], [0.0, 0.1, 0.1], [-0.7, 0.4, -0.5], [-0.1, 0.1, -0.4], [0.6, 0.9, -0.4], [0.1, 0.3, 0.5], [0.5, -0.7, 1.7], [-0.7, -0.1, -0.1], [-0.3, 0.1, 0.2], [0.5, 0.7, 0.3], [-0.7, 0.5, 0.9], [-0.4, -0.1, -2.7], [0.1, -0.1, 0.7], [-0.8, 0.5, 0.4], [0.0, 0.2, -0.1], [-0.1, 1.6, -1.9], [-0.2, 0.4, 0.4], [0.1, 0.1, 1.3], [1.2, -0.4, 1.3], [0.0, -0.3, 0.0], [-1.2, 0.4, 1.2], [0.2, -1.2, 0.8], [1.7, -0.7, -0.9], [0.5, 0.3, -0.6], [-0.2, 0.4, -0.2], [-0.1, -0.5, -0.1], [-0.3, -0.4, 0.4], [0.3, -0.1, -0.8], [0.5, -0.5, 1.5], [0.6, 0.1, 0.2], [-0.1, -0.3, 0.4], [-0.1, 0.8, 0.5], [1.8, 1.7, -0.7], [0.3, 0.1, -1.4], [0.2, -0.3, -0.8], [-1.5, 0.8, -2.4], [0.1, -0.5, 0.4], [0.2, 0.0, 0.1], [-0.9, 0.6, -0.2], [0.6, -0.2, -1.2], [-0.2, 1.8, -0.6], [-0.1, -1.0, -0.6], [1.8, 0.4, -2.3], [-0.6, -0.4, 0.4], [-0.3, 0.1, 1.1], [-0.1, 0.1, 0.3], [-0.2, 0.2, 1.2], [0.6, 0.4, 0.7], [0.4, -1.7, -0.7], [0.3, -0.1, -0.4], [0.2, 0.4, 0.3], [-0.1, -0.2, -0.8], [0.1, 0.1, -0.3], [-0.4, -0.6, 0.3], [-0.4, 0.4, -0.1], [-1.9, 0.3, 0.6], [0.8, 0.9, -0.1], [0.7, 1.2, 0.3], [-0.7, -0.4, -0.1], [0.0, 0.0, 0.5], [0.2, -0.3, -0.2], [1.5, 0.3, 1.0], [1.8, -0.7, -0.3], [-0.3, -0.5, 0.9], [0.0, 0.1, -0.8], [-0.7, -0.9, 0.5], [0.7, 0.2, -0.6], [-0.5, -0.2, -0.3], [-1.0, 0.1, -0.5], [-2.0, 0.3, 0.2], [0.5, -0.5, -1.3], [0.8, 2.1, 1.6], [0.3, 0.0, -0.3], [-0.2, -0.8, 0.3], [-0.5, 0.0, 0.4], [-0.2, -0.2, 0.9], [-0.1, -0.1, 0.7], [-0.5, 0.4, 0.6], [2.0, 0.5, -0.1], [0.9, -0.1, 0.1], [-0.9, 0.6, 0.2], [0.5, 1.1, 0.0], [-0.7, 0.0, 0.4], [0.3, 0.1, -0.1], [-0.4, 2.0, -0.2], [0.4, -0.7, 0.4], [-0.1, -0.7, -0.5], [-1.7, -0.8, 1.7], [-0.5, -1.4, -1.2], [-1.1, -0.9, 0.9], [0.6, -0.4, 0.6], [1.1, 0.3, -1.9], [-0.3, 0.0, -0.1], [0.2, 2.5, 0.8], [-0.5, -0.7, 0.2], [0.4, 0.2, -0.1], [0.8, -1.1, 0.0], [0.9, -1.1, 0.0], [-1.4, -0.8, -2.5], [1.7, -0.1, -0.9], [0.2, 0.0, 0.3], [-2.3, 1.8, 1.2], [-0.6, -1.4, -0.9], [-0.4, 0.0, -1.3], [0.3, -0.1, 0.6], [1.0, -1.1, -0.2], [0.2, 0.2, 0.0], [0.2, -0.2, -0.4], [-1.4, 1.4, 1.7], [-1.7, 1.2, -1.0], [0.5, 0.2, 0.4], [0.8, -0.5, -0.6], [-0.2, -0.6, 0.2], [-0.4, 0.4, -0.3], [0.5, 1.3, 1.8], [-1.6, 0.5, 0.3], [0.4, -0.3, 0.6], [-0.1, 0.0, -0.1], [-0.6, 0.7, 0.2], [-0.5, 0.4, 1.4], [-0.2, -1.1, -0.6], [0.4, -0.7, -1.2], [0.1, 0.4, 1.8], [-0.3, 0.3, 0.5], [0.5, 0.2, 0.0], [1.0, 0.1, 0.8], [0.4, 0.7, 0.2], [-1.3, -0.8, -1.6], [-0.4, -0.7, 0.3], [-0.2, -0.3, 0.3], [-0.5, -0.6, 0.0], [-0.1, 0.0, -0.5], [1.3, -1.0, -0.4], [0.5, 0.0, -0.5], [-0.5, -0.2, 1.5], [-0.9, 0.1, 0.1], [1.4, 0.6, -0.5], [-0.6, 0.2, 1.2], [-0.5, 0.6, 0.4], [-0.3, -0.8, 0.2], [-1.0, 0.1, 1.9], [-1.3, 0.0, -0.4], [1.2, -0.3, 0.6], [-1.0, -0.3, 1.0], [-0.3, 0.2, 1.4], [0.7, -1.6, -0.2], [0.1, -1.0, -1.7], [0.4, -0.4, 1.4], [0.0, -0.2, 0.9], [-0.4, 0.0, -0.2], [0.2, 0.3, 0.1], [-0.3, 1.0, 0.9], [-0.8, -0.9, -0.7]],
  "mulliken_charge": [0.21, -0.70, -0.45, -0.70, -0.78, -0.25, 0.41, 0.38, -0.79, 0.30, 0.15, 1.18, -0.33, 0.00, -0.44, -0.51, -0.39, -0.86, 0.30, 0.77, 0.47, -0.35, 0.17, 0.35, 1.09, 0.26, -0.42, 0.18, 0.34, -0.09, 0.21, 0.27, -0.57, -0.23, 0.23, 1.11, -0.66, 0.35, 0.62, -0.21, 0.41, 0.16, -0.17, -0.41, 0.08, 0.28, 0.28, -0.69, 0.34, 0.40, 0.49, 0.22, 0.11, -0.38, -0.26, 0.06, 0.16, -0.29, 0.54, -0.36, -0.24, -0.34, -0.05, -0.17, -0.13, -0.82, 0.27, -0.45, 0.28, 0.38, -0.87, -0.54, 1.52, 0.23, -0.14, -0.81, -0.54, 0.38, -0.55, 1.44, 0.20, -0.77, -0.39, -0.26, -0.87, 0.22, -0.25, 0.60, 0.55, 1.00, 0.32, 0.25, 0.32, -0.67, -0.63, -0.20, -0.11, -0.17, -0.81, -0.34, 0.43, -0.09, 0.39, 0.00, -0.40, 0.54, 0.23, -0.17, 0.43, 0.54, -0.38, 0.37, 0.68, 0.26, 0.15, -0.14, -0.23, 0.24, -0.35, -0.63, -1.39, 0.32, -0.52, -0.53, 0.48, -0.23, 0.29, -0.63, 0.26, 0.92, 0.16, -0.03, -0.97, 0.64, 0.38, 0.25, 0.35, 0.61, -0.08, -0.64, 0.37, -0.08, 0.33, -1.05, 0.17, -0.47, 0.26, 0.63, -0.43, -0.65, -0.39, 0.26, 1.22, 0.46, -0.46, 1.88, 0.18, -0.34, 0.27, -0.95, 0.14, 0.02, -0.21, -0.99, 0.28, 0.26, -0.36, -0.19, 0.26, -0.88, -0.47, 0.24, 0.60, 0.25, 0.62, -0.24, -1.00, 0.45, 0.45, -0.37, 0.12, 0.47, -0.46, 0.35, 0.11, -0.82, -0.43, -0.48, -0.15, 0.63, -0.12, 0.10, 0.66, -0.16, 0.19, 1.14, 0.30, -0.88, 0.23, -0.03, -0.01, -0.84, -0.28, 0.45, 0.16, -0.62, -0.69, 1.06, 0.15, -0.60, 0.44, 0.59, -0.67, 0.09],
  "gap_ev": 8.51,
  "max_force_ev_per_a": 3.15
}

***

[2]
{
  "formula": "CH3Br3Si",
  "method": "wB97M-V/def2-TZVPD",
  "species": ["H", "Br", "C", "Si", "Br", "H", "H", "Br"],
  "xyz": [[0.793320, 0.183243, -2.181556], [-1.414012, 1.543084, 1.072077], [-0.048941, 0.385619, -1.627665], [-0.190296, -0.081471, 0.159543], [1.540698, -1.582048, 3.306624], [-0.382656, 1.347224, -2.051373], [1.189998, 0.044363, 0.627264], [-1.488111, -1.840014, 0.695086]],
  "atomic_forces_ev_per_a": [[2.0, -1.3, -1.1], [0.2, 0.1, 0.1], [-1.4, 1.3, 0.9], [-0.9, 0.9, -0.7], [0.0, 0.0, 0.0], [-0.7, -0.5, 0.6], [0.0, -0.6, 0.4], [0.8, 0.1, -0.2]],
  "nbo_charge": [0.18, -0.31, -0.73, 1.06, 0.00, 0.21, -0.14, -0.27],
  "e_above_lowest_kcal_mol": 0.00,
  "gap_ev": [10.28, 6.61],
  "max_force_ev_per_a": 2.63,
  "s2": 2.006,
  "spin_multiplicity": 3
}